Record 1
{
  "formula": "C21H22Cl2N8O11P2RuS",
  "method": "ωB97M-V/def2-TZVPD",
  "e_homo_ev": [-5.24, -5.14],
  "charge": -1,
  "lumo_energy_ev": [1.91, 1.19],
  "gap_ev": [7.15, 6.33],
  "spin_multiplicity": 6,
  "relative_energy_kcal_mol": 7.35,
  "total_energy_ha": -4175.58532,
  "elements": ["Ru", "Cl", "C", "C", "C", "Cl", "C", "C", "C", "C", "N", "C", "C", "O", "H", "H", "H", "H", "N", "C", "C", "P", "O", "O", "O", "P", "O", "O", "O", "H", "H", "H", "H", "H", "H", "H", "H", "C", "C", "C", "C", "N", "C", "S", "N", "C", "H", "H", "H", "H", "H", "H", "H", "H", "N", "C", "O", "C", "C", "N", "C", "N", "H", "H", "O", "N", "O", "O"],
  "xyz": [[-0.543, -0.715, 0.028], [0.698, -5.641, -0.368], [-0.654, -4.971, 0.492], [-1.687, -5.825, 0.917], [-2.770, -5.343, 1.590], [-4.051, -6.437, 2.071], [-2.861, -3.966, 1.891], [-3.916, -3.346, 2.593], [-3.871, -2.003, 2.845], [-2.780, -1.253, 2.380], [-1.800, -1.797, 1.699], [-1.818, -3.134, 1.448], [-0.696, -3.605, 0.695], [0.187, -2.758, 0.253], [-1.616, -6.880, 0.689], [-4.749, -3.947, 2.932], [-4.663, -1.507, 3.391], [-2.713, -0.188, 2.566], [-2.967, 3.935, -1.465], [-2.603, 2.980, -0.310], [-3.346, 3.370, 0.960], [-0.756, 3.067, -0.221], [-0.424, 3.871, 1.140], [-0.384, 3.937, -1.377], [-0.189, 1.687, -0.048], [-3.177, 1.326, -0.929], [-2.408, 1.358, -2.344], [-4.633, 1.505, -1.132], [-2.613, 0.259, -0.023], [-2.031, 4.234, -1.830], [-3.516, 4.724, -1.142], [-3.485, 3.437, -2.189], [-3.083, 4.377, 1.291], [-3.097, 2.669, 1.759], [-4.423, 3.299, 0.789], [-0.388, 3.267, 1.894], [-1.932, 0.509, -2.545], [3.367, 3.005, -0.526], [3.506, 1.773, 0.310], [4.679, 1.120, 0.549], [4.645, -0.016, 1.363], [3.524, -0.460, 1.929], [2.379, 0.163, 1.656], [0.881, -0.417, 2.273], [2.392, 1.288, 0.890], [5.884, -0.818, 1.592], [4.126, 3.021, -1.306], [3.488, 3.890, 0.104], [2.381, 3.056, -0.990], [5.597, 1.448, 0.084], [1.480, 1.662, 0.610], [6.748, -0.175, 1.767], [6.071, -1.404, 0.687], [5.737, -1.501, 2.424], [1.178, 0.967, -2.642], [1.886, 0.010, -1.991], [1.433, -0.572, -0.952], [3.214, -0.228, -2.409], [3.745, 0.490, -3.516], [4.139, 1.125, -4.400], [4.068, -1.105, -1.683], [4.806, -1.793, -1.119], [0.219, 1.118, -2.388], [1.469, 1.259, -3.559], [-2.316, -2.324, -3.326], [-1.848, -1.884, -2.307], [-1.028, -0.868, -2.338], [-2.094, -2.328, -1.173]],
  "atomic_forces_ev_per_a": [[0.19, -0.59, 0.01], [-0.14, 0.00, 0.05], [0.12, -0.26, -0.10], [0.13, -0.08, -0.05], [-0.07, -0.08, 0.00], [0.12, 0.12, -0.02], [-0.11, 0.08, 0.09], [0.00, -0.01, 0.03], [-0.01, 0.00, 0.12], [0.14, -0.13, 0.00], [-0.54, -0.09, -0.01], [0.09, 0.38, 0.25], [0.56, 0.32, -0.22], [-0.50, -0.15, 0.03], [0.01, 0.02, 0.01], [-0.01, 0.00, 0.00], [0.02, -0.03, -0.03], [-0.04, -0.01, -0.09], [0.14, -0.23, 0.33], [-0.04, -0.05, -0.24], [-0.09, 0.01, -0.16], [0.02, 0.28, -0.12], [-0.07, 0.01, 0.16], [0.04, -0.06, 0.12], [0.06, 0.01, -0.14], [-0.05, 0.04, -0.10], [-0.02, -0.11, 0.08], [0.00, -0.02, 0.08], [0.11, 0.11, -0.15], [0.12, 0.07, -0.02], [-0.02, 0.07, 0.04], [-0.15, -0.08, 0.03], [0.04, -0.03, 0.02], [0.04, 0.03, -0.06], [0.02, -0.02, 0.02], [0.07, 0.02, -0.05], [-0.02, 0.09, 0.06], [-0.10, -0.03, 0.03], [-0.07, 0.13, -0.06], [0.15, 0.09, -0.06], [-0.07, -0.29, 0.23], [0.12, 0.03, -0.08], [-0.05, -0.02, 0.21], [0.10, 0.29, -0.11], [0.04, -0.04, -0.05], [0.05, 0.01, 0.07], [0.00, -0.01, 0.00], [0.01, -0.03, -0.03], [0.02, -0.03, -0.04], [-0.01, -0.01, -0.01], [-0.11, -0.08, 0.00], [-0.01, 0.03, 0.04], [-0.05, 0.05, 0.10], [0.01, 0.04, 0.02], [0.01, -0.19, 0.03], [-0.13, 0.12, 0.58], [-0.07, 0.29, -0.43], [0.62, -0.13, -0.24], [-0.02, -0.13, 0.34], [-0.06, -0.05, 0.03], [-0.22, 0.07, -0.34], [-0.16, 0.09, -0.23], [-0.02, 0.00, 0.04], [0.05, 0.03, 0.03], [0.03, 0.03, -0.04], [0.11, 0.17, 0.41], [-0.21, -0.19, -0.06], [-0.15, 0.09, -0.37]]
}

=====

Record 2
{
  "formula": "C3H12NO2",
  "method": "ωB97M-V/def2-TZVPD",
  "e_homo_ev": [-20.12, -20.12],
  "charge": 2,
  "lumo_energy_ev": [-7.56, -14.49],
  "gap_ev": [12.56, 5.63],
  "spin_multiplicity": 2,
  "relative_energy_kcal_mol": 18.98,
  "total_energy_ha": -325.96587,
  "elements": ["C", "C", "C", "O", "N", "H", "H", "H", "H", "H", "H", "H", "H", "H", "H", "H", "H", "O"],
  "xyz": [[0.118, 0.203, -0.909], [1.151, -0.083, 0.203], [2.186, 1.088, 0.307], [0.451, -0.296, 1.373], [-0.942, -0.900, -1.027], [-0.399, 1.131, -0.670], [0.547, 0.290, -1.904], [1.708, -1.047, 0.058], [2.320, 1.555, -0.668], [3.177, 0.775, 0.646], [1.815, 1.747, 1.091], [1.064, -0.364, 2.159], [-1.838, -0.556, -0.570], [-0.638, -1.765, -0.592], [-1.187, -1.122, -1.995], [-3.832, -0.497, 0.511], [-2.717, -0.130, 1.451], [-2.986, -0.030, 0.534]],
  "atomic_forces_ev_per_a": [[-0.45, -1.03, -0.24], [-1.78, 0.73, -0.72], [1.10, -0.20, 1.06], [0.96, -0.03, 0.19], [0.07, 0.88, 0.06], [-0.03, 0.04, 0.02], [0.50, 0.13, 0.22], [0.59, 0.01, -0.08], [-0.35, -0.06, -0.12], [-0.10, -0.24, -0.13], [-0.17, 0.33, -0.35], [-0.38, -0.06, -0.28], [-0.01, -0.31, 0.51], [-0.18, -0.26, 0.08], [0.25, 0.10, -0.16], [-0.26, 0.15, -0.22], [0.01, 0.20, 0.31], [0.21, -0.38, -0.15]]
}